(P)
The following is a quantum chemistry calculation of a single C5H6O3 molecule, from the Open Molecules 2025 dataset.

Its SMILES is CC(=C=O)C=C(O)O. Its HOMO energy is -7.668 eV. For the HOMO-LUMO gap, the calculation gives 8.272 eV. The calculation puts the LUMO energy at 0.604 eV. Its total charge is 0.

Last column: Löwdin charge in e.
Positions of all 14 atoms, in Å:
C -1.48 -0.27 1.58  -0.056
C -0.58 -0.45 0.39  -0.298
C -0.34 -1.64 -0.09  -0.141
O -0.10 -2.71 -0.51  0.174
C 0.36 0.63 0.12  -0.031
C 1.07 0.82 -1.01  -0.430
O 0.85 0.17 -2.19  0.079
O 2.15 1.65 -0.98  0.074
H -1.74 0.78 1.75  0.084
H -0.99 -0.66 2.48  0.087
H -2.42 -0.82 1.44  0.082
H 0.61 1.26 0.97  0.127
H -0.09 -0.07 -2.24  0.125
H 2.71 1.30 -1.70  0.123

---

(Q)
The following is a quantum chemistry calculation of a molecular structure, C5H6O3, from the Open Molecules 2025 dataset.

Its HOMO energy is -7.483 eV. For the HOMO-LUMO gap, the calculation gives 7.725 eV. The calculation puts the LUMO energy at 0.242 eV. Its total charge is 0.

Last column: Löwdin charge in e.
Positions of all 14 atoms, in Å:
C 1.57 -1.30 0.10  -0.013
C 0.43 -0.39 -0.05  -0.393
C -1.70 0.09 -0.17  -0.477
C -1.14 1.34 -0.20  0.099
C 0.29 0.94 -0.10  -0.425
H 1.73 -1.62 -1.06  0.136
H 2.64 -0.88 0.21  0.100
H 1.10 -1.94 0.91  0.109
H -3.21 -0.93 0.76  0.258
H -1.34 2.40 0.21  0.152
H 2.17 1.35 -0.55  0.276
O -0.78 -0.80 -0.27  0.119
O -3.01 -0.02 0.07  0.041
O 1.24 1.76 0.14  0.019

---

What are the relative energies? In kJ/mol: (P) 0.0; (Q) 347.2.